The following is a DFT calculation (the ωB97M-V functional and the def2-TZVPD basis) of the molecule C6H8OS.

Computed properties:
spin multiplicity = 3
Kohn-Sham gap (spin up / spin down) = 5.715 / 6.365 eV
expectation value of S² = 2.022
electronic energy = -19228.969 eV
LUMO energy (spin up / spin down) = 0.65 / -2.77 eV
net charge = 0
ΔE to the lowest compared entry with this formula, charge and spin = 27.8 kcal per mole

Last columns: bonded neighbours and bond lengths (Å).
CARTESIAN COORDINATES (ANGSTROEM)
1 C 1.88203 0.08297 -0.37376  C2 1.322, C4 1.509, H9 1.121
2 C 1.49232 0.03552 -1.63621  C1 1.322, S8 1.774, H10 1.055
3 C -1.12396 1.36385 -0.14758  C5 1.479, O7 1.196, H11 1.164
4 C 0.79948 -0.06853 0.66707  C1 1.509, C5 1.569, H12 1.098, H13 1.059
5 C -0.64505 -0.02001 0.05696  C3 1.479, C4 1.569, C6 1.465, S8 1.999
6 C -1.48079 -1.04156 0.69338  C5 1.465, H14 1.155, H15 1.083, H16 1.187
7 O -2.19955 1.85924 0.01904  C3 1.196
8 S -0.22747 -0.33095 -1.87276  C2 1.774, C5 1.999
9 H 2.79029 0.58479 0.04987  C1 1.121
10 H 2.14501 0.03470 -2.46531  C2 1.055
11 H -0.17233 1.97285 -0.42833  C3 1.164
12 H 0.85126 -1.05501 1.14740  C4 1.098
13 H 0.82891 0.60286 1.48606  C4 1.059
14 H -2.54836 -0.65150 0.90127  C6 1.155
15 H -1.06699 -1.24589 1.67288  C6 1.083
16 H -1.32480 -2.12332 0.23002  C6 1.187